1.
The following is a DFT calculation (ωB97M-V with the def2-TZVPD basis set) of a 8-piece molecular cluster, C16H46N8O12 overall at a distorted geometry.

Atoms and positions in Å:
N: -16.98 16.59 17.01
H: -16.39 17.26 17.48
H: -17.76 17.00 16.52
H: -17.56 16.08 17.66
H: -16.54 15.87 16.45
N: -16.09 17.27 20.47
H: -15.91 17.94 19.73
H: -16.41 17.75 21.29
H: -15.22 16.77 20.62
H: -16.80 16.63 20.15
C: -19.42 15.76 19.09
O: -19.57 16.35 18.06
O: -20.47 15.43 19.63
O: -18.27 15.58 19.49
C: -16.25 19.79 18.19
O: -15.71 18.73 18.33
O: -17.20 19.94 17.45
O: -15.65 20.85 18.53
C: -22.17 12.03 13.60
O: -20.94 11.85 14.32
C: -19.78 12.10 13.56
C: -18.52 11.89 14.47
N: -18.38 13.11 15.36
C: -17.67 12.85 16.57
C: -16.06 12.62 16.54
O: -15.52 13.95 16.61
C: -14.26 14.16 16.00
H: -22.83 11.33 14.11
H: -22.03 11.75 12.56
H: -22.62 13.03 13.60
H: -19.79 13.11 13.16
H: -19.75 11.48 12.67
H: -17.53 11.57 14.15
H: -18.92 11.12 15.12
H: -19.33 13.15 15.71
H: -18.19 12.07 17.14
H: -17.78 13.75 17.18
H: -15.69 12.20 15.60
H: -15.78 12.10 17.46
H: -13.61 13.28 16.05
H: -13.90 15.05 16.53
H: -14.44 14.27 14.94
C: -16.38 15.83 13.13
O: -15.50 16.50 14.11
C: -15.14 17.87 13.92
C: -14.07 17.85 12.84
N: -14.53 17.95 11.41
C: -15.32 19.12 11.02
C: -16.81 18.61 10.95
O: -16.94 17.62 9.93
C: -18.35 17.52 9.73
H: -16.26 14.75 13.25
H: -16.12 15.88 12.08
H: -17.43 16.06 13.29
H: -14.84 18.35 14.85
H: -16.14 18.22 13.67
H: -13.39 17.00 12.89
H: -13.32 18.63 12.99
H: -15.12 17.13 11.36
H: -15.00 19.54 10.06
H: -15.10 19.91 11.74
H: -17.42 19.46 10.65
H: -17.19 18.36 11.94
H: -18.69 16.88 10.54
H: -18.49 17.00 8.78
H: -18.93 18.43 9.88
C: -19.12 18.71 14.39
O: -18.61 19.58 13.65
N: -19.94 17.71 14.08
N: -18.93 18.59 15.72
H: -20.36 17.81 13.17
H: -20.32 16.97 14.65
H: -18.37 19.28 16.19
H: -19.54 17.98 16.26
C: -12.19 18.46 18.13
O: -11.06 17.97 18.13
N: -12.50 19.76 18.17
N: -13.31 17.79 18.19
H: -13.48 20.01 18.16
H: -11.83 20.51 18.12
H: -13.13 16.80 18.11
H: -14.23 18.21 18.23

- Charge: -2
- M: 542.6 g/mol

***

2.
The following is a DFT calculation (ωB97M-V with the def2-TZVPD basis set) of a 9-piece molecular cluster, C16H46NO9P overall.

Atoms and positions in Å:
C: -3.42 0.01 -0.67
C: -3.09 -1.38 -1.23
C: -1.67 -1.49 -1.80
O: -1.10 -0.26 -2.19
P: -0.13 0.65 -1.10
C: 0.90 1.72 0.08
C: 1.63 1.16 1.13
C: 2.34 1.99 1.98
C: 2.29 3.36 1.77
N: 1.62 3.92 0.77
C: 0.95 3.11 -0.04
H: -3.14 0.81 -1.35
H: -4.48 0.10 -0.42
H: -2.89 0.15 0.28
H: -3.24 -2.12 -0.44
H: -3.82 -1.61 -2.01
H: -1.70 -2.11 -2.70
H: -1.01 -2.03 -1.10
H: -0.78 1.81 -1.55
H: 1.03 0.24 -1.77
H: -0.63 -0.03 0.02
H: 1.64 0.08 1.28
H: 2.91 1.59 2.81
H: 2.83 4.03 2.44
H: 0.39 3.59 -0.84
C: -3.64 -2.50 2.89
O: -4.45 -1.96 1.86
H: -2.92 -3.16 2.41
H: -3.11 -1.72 3.43
H: -4.23 -3.09 3.60
H: -5.10 -1.37 2.26
C: -2.21 3.61 1.64
O: -2.94 2.85 0.67
H: -1.22 3.18 1.71
H: -2.12 4.66 1.35
H: -2.69 3.56 2.63
H: -3.82 3.22 0.61
C: 5.42 6.14 0.49
O: 5.20 4.74 0.55
H: 6.49 6.30 0.64
H: 5.13 6.55 -0.47
H: 4.88 6.66 1.28
H: 4.26 4.58 0.42
C: 0.51 -2.68 2.77
O: 0.28 -2.06 1.50
H: 0.45 -1.90 3.52
H: -0.24 -3.44 2.98
H: 1.50 -3.14 2.81
H: 0.34 -2.74 0.82
C: 0.34 -1.68 -5.20
O: 0.12 -0.27 -5.12
H: 1.00 -1.86 -6.04
H: 0.81 -2.05 -4.29
H: -0.61 -2.20 -5.35
H: -0.45 -0.12 -4.36
C: 2.91 -2.99 5.85
O: 2.05 -4.03 5.43
H: 3.74 -2.95 5.15
H: 2.41 -2.02 5.86
H: 3.32 -3.18 6.85
H: 1.32 -4.09 6.05
C: 4.07 -0.26 -1.64
O: 3.95 1.14 -1.45
H: 4.73 -0.42 -2.48
H: 4.49 -0.76 -0.76
H: 3.10 -0.73 -1.87
H: 3.37 1.30 -0.71
C: -4.21 -2.97 -5.13
O: -2.88 -2.54 -5.41
H: -4.14 -3.96 -4.68
H: -4.71 -2.30 -4.43
H: -4.81 -3.05 -6.04
H: -2.93 -1.67 -5.81

- M: 427.5 g/mol

***

3.
The following is a DFT calculation (ωB97M-V with the def2-TZVPD basis set) of a 3-piece molecular cluster, C16H46O11P5 overall at a distorted geometry.

Atoms and positions in Å:
C: 3.28 5.17 2.62
C: 3.52 5.20 1.08
P: 3.39 3.57 0.18
C: 1.68 3.27 -0.52
C: 0.93 2.02 0.03
P: 4.21 1.83 1.32
P: 6.32 2.42 0.67
O: 6.52 3.89 0.58
O: 7.34 1.91 1.89
O: 6.77 1.77 -0.78
H: 2.67 6.02 2.93
H: 4.27 5.29 3.10
H: 2.91 4.20 2.97
H: 4.46 5.66 0.78
H: 2.73 5.85 0.65
H: 1.05 4.15 -0.27
H: 1.70 3.25 -1.62
H: 1.54 1.12 -0.11
H: 0.67 2.15 1.09
H: -0.03 1.96 -0.52
H: 4.01 1.00 0.14
H: 4.83 0.66 1.98
H: 4.49 2.61 2.53
H: 2.93 1.46 1.92
H: 6.82 1.44 2.56
H: 7.14 2.51 -1.29
O: -1.19 -0.20 2.76
P: -1.34 -1.56 3.41
O: -0.86 -2.43 2.10
C: 0.53 -2.52 1.80
C: 1.22 -3.58 2.64
O: -2.98 -1.66 3.16
C: -3.79 -0.49 3.21
C: -4.10 0.00 1.80
O: -1.49 -3.04 4.19
C: -1.88 -3.04 5.58
C: -3.39 -3.14 5.73
H: 1.01 -1.54 1.94
H: 0.62 -2.78 0.75
H: 1.23 -3.29 3.70
H: 2.25 -3.73 2.32
H: 0.68 -4.53 2.58
H: -3.31 0.30 3.80
H: -4.72 -0.75 3.72
H: -3.19 0.17 1.23
H: -4.67 0.93 1.83
H: -4.68 -0.75 1.26
H: -1.49 -2.16 6.09
H: -1.41 -3.92 6.03
H: -3.86 -2.17 5.57
H: -3.65 -3.46 6.74
H: -3.81 -3.84 5.01
O: -3.27 0.04 -3.41
P: -2.31 -0.63 -4.35
O: -3.29 -1.65 -5.19
C: -4.19 -1.10 -6.15
C: -3.49 -0.81 -7.47
O: -1.62 -1.71 -3.32
C: -1.56 -1.44 -1.92
C: -2.64 -2.19 -1.17
O: -1.05 -0.88 -5.41
C: 0.16 -0.12 -5.20
C: 1.14 -0.87 -4.32
H: -4.66 -0.20 -5.75
H: -4.97 -1.84 -6.30
H: -2.77 0.00 -7.36
H: -4.22 -0.52 -8.23
H: -2.95 -1.69 -7.81
H: -1.62 -0.37 -1.72
H: -0.58 -1.78 -1.57
H: -3.63 -1.97 -1.56
H: -2.62 -1.93 -0.11
H: -2.50 -3.27 -1.27
H: -0.07 0.87 -4.79
H: 0.60 0.04 -6.19
H: 0.87 -0.78 -3.27
H: 2.15 -0.45 -4.43
H: 1.16 -1.93 -4.57

- Charge: -1
- M: 569.4 g/mol

***

Frontier orbital gap across the listed records, respectively: 3.733, 9.704, 3.254 eV.
Electronic energy across the listed records, respectively: -1978.04163, -1710.28384, -3171.61485 Eh.